No. 1
Below is C4H4IN as an isolated structure, with properties calculated with ωB97M-V/def2-TZVPD.

Last column: Mulliken charge in e.
Element x y z (Å)
1 C -0.717 -1.975 0.526  -0.069
2 C -0.923 -0.529 0.161  0.692
3 C -2.221 -0.833 0.118  -0.305
4 C -0.184 0.688 0.037  -1.055
5 N -1.931 -2.290 0.391  -0.541
6 I -4.122 0.155 -0.154  0.101
7 H 0.198 -2.683 0.762  0.276
8 H 0.669 0.556 -0.693  0.269
9 H 0.106 0.946 0.992  0.293
10 H -0.838 1.441 -0.297  0.338

The charge is 0.


No. 2
Below is an isolated ion of composition C4H4IN2 and charge +1, with properties calculated with ωB97M-V/def2-TZVPD.

Last column: Mulliken charge in e.
Element x y z (Å)
1 C -0.500 -0.283 0.304  0.737
2 C -0.290 0.833 1.265  -0.363
3 C 1.509 0.454 -0.210  -0.017
4 C -1.595 -1.004 -0.150  -0.782
5 N 0.981 1.254 0.752  -0.055
6 N 0.602 -0.478 -0.507  -0.114
7 I -3.583 -0.126 0.148  0.277
8 H 2.620 0.352 -0.668  0.348
9 H -1.739 -1.772 -0.864  0.440
10 H 1.572 2.020 1.141  0.247
11 H 0.424 -1.250 -1.210  0.280

The charge is +1.


No. 3
Below is an isolated ion of composition C4H4IN2O2S and charge -1, with properties calculated with ωB97M-V/def2-TZVPD.

Last column: Mulliken charge in e.
Element x y z (Å)
1 C -1.893 -0.966 0.474  -1.035
2 C -1.192 0.091 -0.267  -0.475
3 I -1.400 2.151 0.422  0.003
4 N 0.397 -0.320 -0.259  -0.042
5 S 1.084 -0.385 1.288  -0.204
6 C 2.601 0.563 0.570  0.605
7 O 3.432 0.977 1.321  -0.590
8 N 2.421 0.633 -0.743  -0.622
9 C 1.229 0.273 -1.265  0.522
10 O 0.889 0.397 -2.430  -0.639
11 H -1.350 -0.979 1.466  0.273
12 H -1.892 -2.023 0.217  0.299
13 H -2.866 -0.686 0.549  0.417
14 H -1.461 0.275 -1.342  0.488

The charge is -1. As for the SMILES: C[C@@H](I)n1sc([O-])nc1=O.


Number 1: HOMO -8.33 eV, F_max 2.90 eV/Å. Number 2: HOMO -13.58 eV, F_max 5.01 eV/Å. Number 3: HOMO -4.42 eV, F_max 5.40 eV/Å.